ORCA calculation (the ωB97M-V functional and the def2-TZVPD basis) on a cluster of 7 separate species, C33H82BNO9P in total.

max |F| = 8.6 eV/A
relative energy (zero: lowest compared OMol25 entry of this formula, charge and spin) = 6.255 eV
HOMO-LUMO gap = 4.19 eV
2S+1 = 1
HOMO level = -2.45 eV
total charge = -1

Last column: Mulliken charge in e.
Cartesian coordinates (Å):
C -4.885 0.660 -0.111  -0.684
C -3.907 0.965 0.987  -0.107
C -2.781 -0.079 1.560  0.370
O -2.814 -1.338 1.049  -0.354
O -1.778 0.187 2.601  -0.027
C -1.022 1.424 2.354  -0.128
C 0.327 1.247 1.439  -0.600
C 0.054 0.830 -0.127  1.153
C 0.409 -0.757 -0.329  -0.519
C 0.788 -1.203 -1.858  0.405
C 0.388 -0.125 -3.025  -0.700
P -1.512 -0.012 -3.373  0.538
B -1.495 1.917 -3.372  0.953
N -2.579 2.610 -2.560  -0.718
O -0.540 2.772 -4.106  -0.630
H -4.505 -0.046 -0.967  0.295
H -5.964 1.100 0.000  0.241
H -3.907 2.059 1.463  0.203
H -0.647 1.798 3.424  -0.021
H -1.645 2.310 1.909  0.105
H 0.850 2.319 1.407  0.202
H 1.149 0.531 1.924  0.254
H -1.049 1.133 -0.372  -0.477
H 0.782 1.499 -0.784  -0.260
H 1.381 -0.969 0.330  0.298
H -0.405 -1.505 0.061  -0.122
H 1.941 -1.510 -1.873  0.264
H 0.189 -2.204 -2.108  -0.621
H 0.892 0.946 -2.890  -0.295
H 0.856 -0.547 -4.039  0.296
H -1.233 -0.042 -4.800  -0.090
H -1.568 -1.464 -3.420  -0.518
H -1.856 -0.102 -1.977  -0.505
H -2.952 0.081 -3.650  -0.014
H -2.342 2.646 -1.535  0.257
H -3.513 2.167 -2.724  0.288
H -0.896 3.044 -5.011  0.243
C 5.648 1.380 -0.396  -1.121
C 4.930 0.797 -1.603  -0.293
O 3.623 1.329 -1.796  -0.257
C 3.531 2.734 -2.013  -0.501
C 4.290 3.207 -3.243  -1.030
H 5.059 1.223 0.514  0.294
H 6.626 0.906 -0.269  0.409
H 5.809 2.457 -0.498  0.261
H 4.812 -0.282 -1.453  0.360
H 5.527 0.917 -2.512  0.252
H 3.855 3.276 -1.119  0.354
H 2.469 2.963 -2.146  0.318
H 5.362 3.020 -3.159  0.207
H 4.148 4.283 -3.388  0.447
H 3.934 2.684 -4.137  0.308
C -3.745 -1.790 7.480  -1.010
C -2.333 -1.256 7.665  -0.151
O -1.325 -2.142 7.188  -0.442
C -1.368 -2.470 5.801  -0.588
C -1.235 -1.261 4.890  -0.547
H -3.856 -2.760 7.976  0.279
H -4.475 -1.093 7.902  0.391
H -3.992 -1.933 6.424  0.231
H -2.148 -1.117 8.736  0.344
H -2.221 -0.270 7.204  0.150
H -2.277 -3.036 5.575  0.289
H -0.528 -3.146 5.612  0.348
H -2.059 -0.556 5.022  0.211
H -1.228 -1.573 3.840  0.328
H -0.305 -0.722 5.101  0.212
C -5.286 -3.222 0.695  -0.627
C -6.014 -4.526 0.413  -0.663
O -5.313 -5.678 0.868  -0.399
C -5.047 -5.752 2.267  -0.198
C -6.304 -5.745 3.122  -1.055
H -4.287 -3.235 0.244  0.214
H -5.845 -2.376 0.286  0.344
H -5.157 -3.051 1.767  0.190
H -6.130 -4.636 -0.672  0.353
H -7.027 -4.510 0.828  0.376
H -4.363 -4.952 2.564  0.184
H -4.514 -6.693 2.436  0.352
H -6.871 -4.818 3.007  0.266
H -6.045 -5.849 4.181  0.400
H -6.965 -6.571 2.839  0.279
C 9.389 2.313 -6.099  -1.199
C 8.223 2.539 -5.150  -0.218
O 7.802 3.898 -5.082  -0.425
C 7.348 4.487 -6.298  -0.336
C 6.149 3.776 -6.903  -0.811
H 10.243 2.939 -5.815  0.292
H 9.700 1.265 -6.079  0.402
H 9.130 2.565 -7.131  0.274
H 8.535 2.255 -4.138  0.374
H 7.378 1.892 -5.404  0.280
H 8.171 4.551 -7.016  0.309
H 7.063 5.517 -6.061  0.328
H 6.380 2.744 -7.177  0.265
H 5.814 4.295 -7.808  0.385
H 5.319 3.748 -6.188  0.098
C 0.449 6.751 4.358  -1.155
C -0.280 5.447 4.075  -0.270
O 0.422 4.295 4.531  -0.378
C 0.687 4.221 5.929  -0.382
C -0.569 4.229 6.784  -1.039
H 1.447 6.738 3.907  0.305
H -0.111 7.598 3.949  0.395
H 0.577 6.922 5.430  0.271
H -0.395 5.337 2.991  0.321
H -1.292 5.463 4.491  0.334
H 1.371 5.022 6.227  0.340
H 1.221 3.280 6.099  0.347
H -1.136 5.155 6.670  0.273
H -0.311 4.124 7.844  0.395
H -1.230 3.402 6.502  0.250
C 0.004 -5.971 -4.099  -1.299
C -0.389 -4.919 -3.074  -0.117
O -1.654 -4.319 -3.333  -0.424
C -2.782 -5.189 -3.351  -0.418
C -3.002 -5.921 -2.037  -0.952
H 0.011 -5.540 -5.107  0.313
H 1.000 -6.366 -3.878  0.404
H -0.695 -6.812 -4.109  0.294
H 0.353 -4.113 -3.096  0.285
H -0.365 -5.329 -2.059  0.333
H -2.702 -5.893 -4.186  0.301
H -3.658 -4.565 -3.556  0.330
H -2.164 -6.576 -1.789  0.291
H -3.905 -6.540 -2.092  0.397
H -3.116 -5.207 -1.215  0.195

Cartesian forces (eV/Å) of the 2 atoms listed first:
3.434 0.175 3.310
-1.300 0.127 -1.376

ORCA calculation (the ωB97M-V functional and the def2-TZVPD basis) on a structure of composition C33H83Li2N4O5.

max |F| = 3.8 eV/A
relative energy (zero: lowest compared OMol25 entry of this formula, charge and spin) = 4.844 eV
HOMO-LUMO gap = 7.16 eV
2S+1 = 1
HOMO level = -19.43 eV
total charge = +5

Last column: Mulliken charge in e.
Cartesian coordinates (Å):
Li -2.947 3.163 0.146  0.886
Li -0.582 3.410 2.693  0.906
C -0.155 1.834 0.127  0.454
O -0.915 2.696 0.850  -1.050
H -0.270 2.072 -0.931  -0.205
H 0.884 2.071 0.354  -0.152
H -0.340 0.760 0.094  0.164
C -5.486 -1.983 -5.602  -1.532
C -5.726 -1.478 -4.176  -0.441
N -4.545 -1.463 -3.206  0.734
C -3.581 -0.300 -3.512  -1.592
C -5.130 -1.206 -1.793  -0.129
C -5.952 0.113 -1.721  -1.271
C -3.799 -2.836 -3.365  -0.860
C -2.627 -3.345 -2.462  -1.109
O -1.847 -2.249 -2.038  0.198
C -1.139 -2.519 -0.874  -0.837
H -4.687 -1.571 -6.219  0.325
H -6.323 -1.775 -6.269  0.421
H -5.370 -3.064 -5.682  0.405
H -6.656 -1.906 -3.801  0.471
H -5.974 -0.422 -4.282  0.418
H -4.063 0.649 -3.277  0.410
H -3.135 -0.367 -4.504  0.440
H -2.777 -0.307 -2.776  0.564
H -4.267 -1.015 -1.155  0.137
H -5.564 -2.161 -1.497  0.516
H -6.498 0.142 -0.779  0.439
H -6.572 0.203 -2.613  0.305
H -5.274 0.966 -1.676  0.318
H -3.339 -2.593 -4.323  0.495
H -4.539 -3.613 -3.555  0.553
H -2.060 -4.020 -3.105  0.420
H -3.088 -3.906 -1.649  0.501
H -0.523 -1.666 -0.590  -0.096
H -0.451 -3.362 -0.943  0.355
H -1.804 -2.587 -0.013  0.457
C 1.283 -1.049 -2.836  -0.789
C 1.960 0.036 -3.727  -0.836
N 1.011 0.709 -4.815  0.275
C 1.962 1.610 -5.587  -0.948
C 0.214 -0.310 -5.708  -0.198
C 1.115 -1.334 -6.424  -1.213
C -0.076 1.534 -4.011  0.474
C 0.388 2.932 -3.668  -1.303
O 1.664 2.999 -2.986  -0.194
C 1.878 4.146 -2.176  -0.774
H 0.605 -1.674 -3.417  0.206
H 0.597 -0.533 -2.164  -0.200
H 1.889 -1.748 -2.260  0.593
H 2.771 -0.449 -4.270  0.440
H 2.428 0.876 -3.214  0.587
H 2.500 0.990 -6.304  0.409
H 2.694 2.011 -4.887  0.378
H 1.436 2.346 -6.196  0.357
H -0.383 0.259 -6.421  0.417
H -0.463 -0.680 -4.937  0.146
H 0.648 -1.985 -7.163  0.433
H 1.673 -1.922 -5.696  0.278
H 1.874 -0.785 -6.981  0.316
H -0.336 1.052 -3.069  -0.228
H -0.908 1.562 -4.714  0.345
H -0.321 3.450 -3.021  0.562
H 0.414 3.569 -4.553  0.615
H 1.145 4.278 -1.380  0.279
H 1.940 5.101 -2.698  0.328
H 2.836 3.956 -1.691  0.209
C 3.797 1.316 4.346  -1.261
C 3.636 0.477 3.066  -0.503
N 4.696 0.889 1.886  0.253
C 4.469 2.408 1.590  -0.995
C 6.215 0.666 2.450  -0.193
C 6.422 -0.577 3.370  -1.159
C 4.174 0.189 0.624  -0.235
C 5.295 -0.014 -0.490  -1.104
O 5.941 1.173 -0.910  -0.362
C 6.802 0.960 -2.006  -0.809
H 2.791 1.257 4.762  0.374
H 4.027 2.368 4.174  0.327
H 4.528 0.761 4.934  0.332
H 2.639 0.693 2.681  0.393
H 3.736 -0.592 3.250  0.532
H 5.109 2.923 2.308  0.547
H 3.402 2.621 1.656  0.340
H 4.840 2.688 0.604  0.214
H 6.433 1.532 3.076  0.315
H 6.773 0.533 1.524  0.475
H 5.997 -0.369 4.351  0.237
H 7.472 -0.808 3.550  0.431
H 6.187 -1.517 2.870  0.330
H 3.385 0.855 0.273  0.114
H 3.728 -0.794 0.775  0.359
H 4.846 -0.487 -1.364  0.637
H 5.989 -0.759 -0.101  0.513
H 6.290 0.709 -2.934  0.263
H 7.492 0.140 -1.809  0.361
H 7.371 1.871 -2.193  0.299
C -2.802 0.918 3.268  -0.939
C -2.923 -0.613 3.588  -0.762
N -2.251 -1.154 4.884  0.040
C -2.372 -2.697 4.841  -0.959
C -0.747 -0.683 5.027  -0.325
C 0.090 -1.247 3.894  -1.166
C -3.113 -0.589 6.058  -0.626
C -2.450 -0.830 7.497  -0.554
O -2.056 0.444 7.825  -0.310
C -2.108 0.782 9.258  -0.796
H -1.923 1.108 2.651  0.180
H -2.799 1.483 4.200  0.373
H -3.676 1.232 2.698  0.306
H -2.583 -1.225 2.753  0.636
H -3.989 -0.833 3.640  0.449
H -3.426 -2.971 4.803  0.438
H -1.968 -3.233 5.700  0.335
H -1.878 -3.080 3.948  0.400
H -0.347 -0.996 5.992  0.447
H -0.865 0.398 4.965  0.355
H 1.104 -0.883 4.062  0.285
H -0.141 -0.789 2.932  0.193
H 0.190 -2.326 4.006  0.446
H -4.033 -1.167 6.149  0.452
H -3.451 0.437 5.915  0.352
H -1.576 -1.482 7.491  0.356
H -3.303 -1.249 8.030  0.454
H -1.762 1.811 9.158  0.257
H -1.514 0.144 9.912  0.321
H -3.126 0.862 9.639  0.354

Cartesian forces (eV/Å) of the 2 atoms listed first:
1.150 -0.002 0.333
-0.087 -0.179 -1.061

Q: Look up the HOMO level of the second one.
A: -19.43 eV

Q: Look up the total charge of the first one.
A: -1

Q: Which of these has the highest total charge?
A: C33H83Li2N4O5

Q: Which value of HOMO level does entry 1 give?
A: -2.45 eV